A cluster of 8 separate species, C32H60BNO8 in total at a distorted geometry. Source: the OMol25 dataset; level of theory: ωB97M-V/def2-TZVPD.

Output
HOMO level: -8.9 eV
total charge: 0
calculated total energy: -52694.24640 eV
frontier orbital gap: 0.2997 Ha

Each line ends with the Löwdin charge.
Cartesian coordinates (Å):
H 2.737 -2.043 4.380  0.082
H -2.681 4.250 -4.442  0.086
H -3.705 -4.857 3.764  0.092
H -2.165 0.192 3.040  0.064
C -4.534 -3.641 1.818  -0.025
H 5.308 -2.070 1.555  0.082
C 1.269 1.361 4.052  -0.017
C 7.346 0.944 3.960  -0.024
O -5.905 -5.108 -0.966  0.034
H 4.570 -1.879 3.976  0.065
H -5.756 -8.186 -0.754  0.086
C 3.246 -2.841 2.304  -0.342
N -1.431 -2.390 2.108  0.032
H -3.942 3.484 0.990  0.083
C -3.768 -6.148 -0.733  -0.026
H 2.105 -5.056 4.064  0.133
C -3.931 -2.497 0.755  -0.029
C 1.329 -4.537 3.358  -0.184
H -3.579 -6.851 0.083  0.089
H 3.808 -3.640 4.445  0.086
H -1.226 -4.532 5.246  0.071
H 0.533 -5.344 2.986  0.134
H -3.355 5.612 -9.363  0.088
C -1.163 2.919 -1.596  -0.036
O 0.565 -3.527 4.108  -0.129
C -1.453 5.831 -10.319  -0.472
H -1.300 3.130 -4.433  0.054
C 6.933 0.180 5.189  -0.483
H 2.294 1.720 4.172  0.085
C -2.979 0.917 3.148  -0.025
H -4.581 -2.096 -0.157  0.103
C -2.996 1.829 1.951  -0.475
C 1.593 4.872 -4.859  -0.018
H 0.586 5.101 -8.192  0.046
H 7.299 -0.189 7.260  0.085
O 5.999 -0.620 5.160  0.038
H -1.818 2.061 -1.427  0.073
H -0.746 7.535 -11.394  0.085
H -5.365 -7.761 -2.453  0.086
C -2.400 -2.020 1.038  -0.111
H 8.757 0.167 6.308  0.086
C -5.235 -6.135 -1.068  -0.491
H 7.617 1.482 6.744  0.086
H -3.460 -5.147 -0.411  0.060
H -2.364 7.733 -10.683  0.087
C -3.393 -4.043 2.955  -0.019
C -2.202 3.432 -3.893  -0.033
H 7.239 2.018 4.137  0.087
H -5.602 -4.110 1.738  0.090
H -2.903 2.597 -3.827  0.085
C 0.488 1.612 5.314  -0.487
C 0.975 0.950 6.575  -0.023
H 4.507 -3.286 0.338  0.067
H -0.215 2.595 -2.033  0.081
H -3.925 0.373 3.214  0.086
H 1.264 0.293 3.819  0.079
H 6.700 0.661 3.123  0.082
H 8.380 0.702 3.702  0.087
C 2.100 -3.978 2.024  -0.276
H 5.328 -3.903 1.998  0.096
H -2.319 4.168 -9.298  0.088
C 3.649 -2.628 3.879  -0.104
H 3.165 -5.026 0.163  0.081
H 2.643 4.607 -5.006  0.086
C 0.820 4.620 -6.125  -0.471
O -2.081 5.054 -2.145  0.035
H 0.314 1.221 7.405  0.083
H -6.916 -7.267 -1.739  0.084
H 3.264 -6.031 1.855  0.089
H 2.266 5.142 -7.613  0.090
H 1.126 6.458 -7.178  0.092
C 1.232 5.384 -7.355  -0.024
C -1.902 -3.408 3.090  -0.141
O -0.510 2.332 5.315  0.037
H -1.983 -1.230 0.242  0.110
C -5.852 -7.426 -1.534  -0.029
H -2.134 6.716 -12.144  0.086
H 1.503 5.922 -4.571  0.090
H 0.957 -0.136 6.454  0.084
H -0.959 3.399 -0.633  0.079
H 1.276 -3.464 1.331  0.143
O -2.179 1.703 1.040  0.029
H 2.812 -1.802 1.921  0.138
H -3.187 -6.425 -1.616  0.088
O -0.114 3.820 -6.154  0.037
O -0.320 5.539 -9.938  0.032
H 1.987 1.291 6.807  0.085
C 4.656 -3.067 1.478  -0.133
C 2.629 -5.298 1.189  -0.117
C 7.707 0.432 6.456  -0.026
H 0.802 1.903 3.222  0.084
H -5.045 2.447 1.922  0.085
C -2.647 5.001 -9.929  -0.019
H -3.931 3.573 2.766  0.089
C -1.698 7.032 -11.193  -0.025
H 1.185 4.251 -4.054  0.074
B -0.847 -3.912 4.294  -0.142
H -2.811 1.499 4.057  0.077
C -4.051 2.902 1.911  -0.018
H -3.125 4.595 -10.824  0.086
H 1.659 -5.915 0.867  0.085
C -1.837 3.906 -2.512  -0.493